ORCA calculation (ωB97M-V with the def2-TZVPD basis set) on the molecule C8H18OSi.

Structure (XYZ):
```
28
Properties=species:S:1:pos:R:3:forces:R:3:mulliken_charge:R:1
C -2.507826 1.380892 0.797357 0.6 -1.5 0.6 -0.650
C -1.586121 1.759389 -0.062198 1.4 1.0 -1.5 -0.075
Si -0.035171 0.711828 -0.355768 0.7 -1.0 1.7 0.224
O 1.130486 1.759588 -0.904710 0.5 0.3 0.7 -0.624
C -0.001074 -0.575002 -1.769264 -0.1 -0.5 0.6 0.696
C -0.947302 -0.266633 -2.909278 1.0 -0.7 -0.5 -1.787
C -0.375642 -1.979835 -1.294527 -0.3 -0.5 -1.8 -1.422
C 0.630017 -0.266704 1.615812 0.9 -1.2 -3.1 0.165
C 0.674404 0.636443 2.786874 -1.8 2.1 -1.1 -1.401
C 2.200330 -0.606483 1.228670 -2.4 0.8 1.8 -1.160
H -3.363548 1.996703 1.037427 -0.2 -0.3 0.3 0.291
H -2.262719 0.363938 1.255799 -1.2 1.5 -0.1 0.159
H -1.571679 2.759289 -0.602674 -0.4 -1.2 0.7 0.285
H 1.698957 2.163542 -0.235218 -0.2 0.1 -0.3 0.314
H 0.995371 -0.619638 -2.193888 0.5 0.2 0.3 0.340
H -0.948100 -0.984800 -3.739010 0.0 -0.6 0.5 0.465
H -1.910004 -0.172866 -2.525326 -1.9 0.3 0.3 0.438
H -0.658716 0.587656 -3.432492 0.3 2.0 -0.5 0.431
H -1.317753 -1.929723 -0.754791 -0.4 -0.3 -0.2 0.309
H 0.309712 -2.524564 -0.665386 0.5 0.1 0.2 0.276
H -0.475418 -2.523369 -2.299495 -0.2 0.0 1.8 0.404
H -0.018508 -1.222398 1.756459 1.3 1.5 -0.2 0.306
H 1.117267 1.566156 2.457805 0.6 0.5 -0.1 0.317
H -0.316768 1.006430 3.057015 -0.2 -0.4 0.4 0.314
H 1.221601 0.351149 3.635628 0.6 -0.9 1.2 0.452
H 2.590953 0.220983 0.669637 0.2 0.2 -0.7 0.315
H 2.155490 -1.518935 0.703926 0.6 -1.0 -0.9 0.245
H 2.857992 -0.655003 2.120279 -0.6 -0.4 -0.2 0.372
```
Forces are in eV/Å.

As for the largest force on an atom: 3.440 eV/A. The value obtained for the gap between HOMO and LUMO is 9.612 eV. The spin multiplicity is 1. The LUMO energy is 0.80 eV. Its SMILES is C=C[Si](O)(C(C)C)C(C)C. The energy above the lowest of the compared OMol25 structures with the same formula, charge and spin is 1.0155 eV.